Entry from the Open Molecules 2025 dataset: C16H16FN3O5S in the gas phase (ωB97M-V/def2-TZVPD).

The geometry in XYZ format:
```
42
Properties=species:S:1:pos:R:3
S -0.80 -5.45 2.49
F -3.28 4.74 -5.00
O 1.18 -1.12 3.62
O -1.07 1.25 -0.70
O 3.48 0.26 0.04
O -0.72 -0.47 4.59
O 2.21 3.03 -3.29
N 0.55 2.13 -2.01
N 2.80 1.65 -1.60
N -0.41 -0.38 1.26
C -0.50 -2.75 1.95
C 0.99 -5.63 2.77
C 1.15 0.65 -0.21
C -2.37 2.72 -4.20
C -0.13 -0.91 3.64
C -0.44 2.81 -2.79
C 1.88 2.33 -2.37
C 2.56 0.80 -0.54
C -1.40 2.07 -3.45
C 0.82 -0.18 0.85
C -0.81 -1.29 2.31
C -0.43 4.20 -2.86
C -1.03 -3.72 2.99
C 0.13 1.34 -0.95
C -1.38 4.85 -3.61
C -2.34 4.10 -4.27
H 1.22 -6.68 2.62
H -0.96 -2.97 0.98
H 1.59 -0.85 4.45
H -1.39 5.93 -3.69
H -1.40 1.00 -3.39
H 1.22 -5.35 3.79
H -1.12 0.13 0.72
H -1.89 -1.17 2.47
H 1.64 -0.68 1.36
H 3.77 1.78 -1.87
H -0.55 -3.58 3.96
H 0.33 4.76 -2.34
H -3.13 2.17 -4.73
H 0.58 -2.86 1.84
H -2.11 -3.60 3.11
H 1.55 -5.03 2.06
```

SMILES   CSCC[C@H](N/C=C1/C(=O)NC(=O)N(c2ccc(F)cc2)C1=O)C(=O)O
Kohn-Sham gap   8.98 eV
Maximum force   0.83 eV/A
Energy relative to the best compared isomer or geometry (same formula, charge and spin)   0.000 eV

Entry from the Open Molecules 2025 dataset: 11 unconnected molecules or ions with the total composition C12H46N4O11 in a non-equilibrium geometry (ωB97M-V/def2-TZVPD).

The geometry in XYZ format:
```
73
Properties=species:S:1:pos:R:3
O -1.17 -0.29 2.70
O -2.55 0.38 0.47
O -0.24 1.99 -0.94
O -2.56 -3.66 -2.20
O -0.07 0.09 -3.93
O 3.32 0.99 0.85
O -3.18 -2.32 2.66
O 0.28 -3.89 -4.33
O 2.32 0.01 -2.53
O 0.94 2.68 3.32
O 0.14 -0.85 -1.06
N 3.99 1.64 -2.82
N -1.57 1.73 3.85
N -3.13 0.24 3.92
N 2.38 2.16 -1.50
C 4.19 1.88 1.30
C 0.68 -1.26 0.21
C -3.08 -0.59 -0.29
C -0.05 1.07 -4.94
C -1.91 0.49 3.52
C 1.51 1.49 3.80
C -1.93 -4.06 -1.05
C 1.01 -3.18 -3.37
C 2.92 1.24 -2.21
C -0.43 2.61 0.40
C -3.18 -3.68 2.51
C 0.53 3.81 0.45
H -1.88 -0.13 0.93
H -3.72 -3.99 1.66
H 1.41 2.00 -1.15
H 1.61 -1.84 0.18
H 4.38 0.97 -3.58
H 1.64 3.16 2.82
H -0.64 1.86 3.43
H -0.41 1.93 1.27
H -3.47 -3.34 -2.02
H -0.97 1.70 -4.90
H -3.50 0.61 4.87
H 5.12 1.95 0.66
H -2.62 -4.57 -0.37
H 0.74 1.76 -4.91
H 4.50 1.66 2.34
H -1.44 2.98 0.40
H 2.53 1.69 4.24
H -0.77 1.16 -0.83
H -1.97 2.00 4.73
H 0.86 -0.29 0.74
H 2.85 3.09 -1.36
H 1.54 3.54 0.63
H 0.77 -0.33 -4.01
H -3.94 -0.23 -0.88
H 2.97 1.44 0.06
H 4.57 2.49 -2.62
H -3.57 -0.76 3.67
H -3.45 -1.28 0.49
H -0.09 -1.74 0.80
H -2.13 -3.90 2.26
H 0.28 4.33 1.35
H 0.40 -2.48 -2.81
H 1.63 0.62 3.18
H -3.64 -4.32 3.25
H -2.36 -1.19 -0.88
H -0.62 -3.73 -4.11
H -0.04 0.67 -6.02
H 0.90 1.15 4.62
H -1.22 -4.80 -1.28
H 0.39 4.58 -0.31
H 3.93 2.91 1.30
H 1.49 -3.88 -2.65
H 0.81 -0.33 -1.52
H -2.56 -1.94 2.03
H 1.87 -2.66 -3.88
H -1.35 -3.25 -0.59
```

SMILES   NC(N)=O.NC(N)=O.CCO.CO.CO.CO.CO.CO.CO.CO.CO
Kohn-Sham gap   9.31 eV
Maximum force   7.80 eV/A
Energy relative to the best compared isomer or geometry (same formula, charge and spin)   0.289 eV

Entry from the Open Molecules 2025 dataset: a molecular structure, C13H21ClNOS in a non-equilibrium geometry (ωB97M-V/def2-TZVPD).

The geometry in XYZ format:
```
38
Properties=species:S:1:pos:R:3
Cl -6.26 0.51 0.31
S -0.33 -1.38 -0.98
O 2.38 -1.67 0.65
N 1.40 0.70 0.18
C -4.29 -1.17 0.85
C -2.63 0.25 -1.42
C 2.86 -1.29 -0.66
C 1.12 2.09 0.41
C -2.92 -1.70 0.35
C 2.76 0.36 -0.35
C -3.98 0.55 -0.76
C 2.14 3.01 1.17
C 1.56 -2.93 0.28
C -2.14 -0.97 -0.37
C -4.69 -0.06 0.07
C 0.75 2.66 -0.89
C -0.01 -2.65 0.57
H 2.28 -1.36 -1.41
H 0.66 0.03 -0.21
H 0.22 3.82 -0.84
H -2.46 -2.59 1.03
H 1.76 -3.61 1.11
H 0.07 2.01 -1.29
H -0.07 1.94 1.13
H 2.92 2.88 0.48
H 3.86 -1.51 -0.75
H -4.85 -1.83 1.53
H 2.27 2.43 2.12
H 1.51 3.82 1.44
H -0.25 -2.20 1.47
H 1.43 0.27 1.14
H 1.65 2.86 -1.69
H -1.95 0.60 -1.94
H 1.85 -3.29 -0.58
H 2.73 1.12 -1.28
H 3.42 0.85 0.22
H -4.32 1.15 -1.47
H -0.44 -3.71 0.37
```

Kohn-Sham gap   8.34 eV
Maximum force   18.83 eV/A
Energy relative to the best compared isomer or geometry (same formula, charge and spin)   12.068 eV
Total charge   +1

Entry from the Open Molecules 2025 dataset: a molecular structure, C4H7NO2S in a non-equilibrium geometry (ωB97M-V/def2-TZVPD).

The geometry in XYZ format:
```
15
Properties=species:S:1:pos:R:3
S -2.48 -1.07 -0.09
O 0.73 0.90 -0.58
O -1.28 1.11 0.65
N -0.91 -0.71 -0.86
C 1.76 -0.81 0.82
C 1.69 -0.15 -0.67
C -0.47 0.37 -0.39
C -2.56 0.77 0.02
H 1.29 -0.76 -1.46
H 2.63 0.16 -1.11
H -2.45 1.38 -1.13
H -3.44 1.50 0.69
H 1.12 -1.55 1.18
H 1.45 0.14 1.71
H 2.92 -1.28 1.23
```

Kohn-Sham gap   9.77 eV
Maximum force   5.81 eV/A
Energy relative to the best compared isomer or geometry (same formula, charge and spin)   6.109 eV

What did we get for highest occupied orbital energy? Answer: -8.92 -9.13 -11.60 -9.15 eV, in the order shown.